Molecular formula: C17H21N5O2
Method: DFT, wB97M-V/def2-TZVPD

```
45
Properties=species:S:1:pos:R:3:forces:R:3
C 4.80384 1.26494 1.93627 -0.12 0.00 -0.26
H 4.27097 1.83887 2.68994 -0.03 0.07 0.13
H 4.88373 0.23116 2.26324 0.03 -0.07 0.07
H 5.81196 1.66108 1.84469 0.11 0.00 0.03
C 4.09713 1.38479 0.59142 0.22 0.06 0.09
N 2.64857 1.24306 0.69185 -0.09 0.13 -0.10
C 2.15267 0.03485 1.31713 -0.16 -0.29 -0.01
H 1.13599 0.23744 1.66668 0.12 -0.16 0.10
C 2.06507 -1.24008 0.44672 -0.42 0.55 0.35
N 3.32222 -1.62899 -0.12420 0.42 -0.35 0.06
C 4.34486 -2.25623 0.48780 0.22 -0.04 -0.08
C 5.35535 -2.37604 -0.43873 0.01 0.00 0.16
C 4.83770 -1.78107 -1.59565 0.01 -0.03 0.19
N 3.61229 -1.33608 -1.38778 -0.40 0.31 -0.61
H 5.30080 -1.66297 -2.55511 0.06 0.03 -0.21
H 6.31802 -2.82524 -0.30653 0.16 -0.11 0.07
H 4.28188 -2.57321 1.50974 -0.04 -0.06 0.21
H 1.68948 -2.05249 1.07519 -0.02 0.02 -0.11
H 1.36319 -1.07194 -0.37121 0.10 -0.19 0.10
H 2.77186 -0.16200 2.19142 -0.07 -0.02 0.04
C 2.02333 1.55539 -0.58759 0.21 0.05 -0.09
C 0.54379 1.63825 -0.49292 -0.50 -0.17 -0.01
N -0.31451 0.68047 -0.32596 0.38 -0.06 -0.07
C -1.52232 1.32867 -0.34291 0.87 0.79 -0.13
N -1.38930 2.61985 -0.51808 -1.18 -0.16 0.09
O -0.04990 2.83062 -0.61613 0.82 -0.15 0.00
C -2.78581 0.64570 -0.18332 -0.51 -0.32 0.07
C -2.81261 -0.73072 0.01462 0.09 0.43 -0.06
C -4.01230 -1.39839 0.16997 -0.38 -0.22 0.05
C -5.21122 -0.69111 0.12831 0.16 0.15 -0.03
C -5.18338 0.69387 -0.07106 -0.14 -0.17 0.03
C -3.98837 1.35479 -0.22471 0.12 -0.21 0.02
H -3.95926 2.42161 -0.37872 -0.06 0.12 -0.02
H -6.12316 1.22210 -0.10029 -0.10 0.07 0.00
O -6.44434 -1.24083 0.26845 0.07 0.33 -0.05
C -6.54961 -2.62999 0.47004 -0.01 -0.24 0.03
H -6.13654 -3.19104 -0.37417 0.00 0.02 0.04
H -7.61579 -2.83542 0.55082 0.09 -0.03 0.00
H -6.05086 -2.94092 1.39353 -0.01 0.01 -0.04
H -4.00248 -2.46627 0.32168 -0.03 -0.08 0.01
H -1.87997 -1.27257 0.04452 0.06 -0.07 0.00
H 2.28654 0.81841 -1.36600 -0.07 0.18 0.04
H 2.38031 2.53993 -0.90217 0.02 -0.13 -0.04
H 4.54328 0.68179 -0.12694 0.00 0.07 -0.01
H 4.27145 2.39418 0.20604 0.02 -0.07 -0.04
```
Forces are in eV/Å.

Calculated values
spin multiplicity	1
Kohn-Sham gap	0.338	hartree
DFT total energy	-1084.60268	Eh
SMILES	CCN(CCn1cccn1)Cc1nc(-c2ccc(OC)cc2)no1

Here are the natural (NBO) charges for atoms 1 to 2, given in e: number 1, C, carries -0.619; number 2, H, carries 0.213

Molecular formula: C55H81Ge2NaO2P3Si2Te
Method: DFT, wB97M-V/def2-TZVPD

```
147
Properties=species:S:1:pos:R:3:forces:R:3
Na -0.54300 0.14453 -0.08081 1.11 -0.67 0.49
O -2.36360 -0.52939 -0.78068 -0.69 -0.22 -0.08
P -3.60299 0.17430 -1.19568 -0.02 0.11 -0.19
C -3.43453 1.98727 -1.06237 -0.07 0.13 0.10
P -1.86159 2.68776 -1.65972 -0.06 -0.08 -0.08
O -0.66463 2.03568 -1.06189 -0.04 0.36 -0.09
C -1.88096 2.58322 -3.45372 -0.06 0.06 0.05
C -3.02583 2.79772 -4.21862 0.01 0.01 0.00
C -2.95953 2.73872 -5.59884 -0.01 -0.02 0.05
C -1.75029 2.46094 -6.21973 0.01 -0.01 -0.06
C -0.61182 2.24112 -5.46305 0.02 0.00 -0.01
C -0.67294 2.30321 -4.07984 0.05 -0.05 0.03
C -1.92746 4.42703 -1.20843 -0.12 -0.06 -0.04
C -2.92813 5.28907 -1.64786 -0.03 -0.04 -0.02
C -2.92413 6.61175 -1.24679 -0.03 0.06 -0.01
C -1.91865 7.07925 -0.41126 0.01 0.01 0.00
C -0.91492 6.22658 0.01651 0.02 0.05 0.04
C -0.91898 4.89941 -0.38052 0.08 0.00 -0.04
C -3.98466 -0.17093 -2.91988 -0.02 0.00 0.05
C -2.91471 -0.56174 -3.71744 0.11 -0.01 0.01
C -3.10919 -0.82221 -5.06262 -0.04 0.02 0.00
C -4.37423 -0.68778 -5.61514 0.05 0.00 -0.02
C -5.44383 -0.29866 -4.82301 -0.03 -0.02 -0.02
C -5.25287 -0.04792 -3.47431 -0.05 0.06 0.03
C -5.03159 -0.24901 -0.20294 0.01 0.12 -0.08
C -6.16969 0.55227 -0.12911 0.00 0.02 -0.03
C -7.26005 0.13684 0.61232 -0.04 0.02 0.02
C -7.21433 -1.07751 1.28372 -0.04 0.01 0.01
C -6.07852 -1.86589 1.22675 0.06 -0.01 0.04
C -4.98086 -1.45295 0.48753 -0.02 -0.06 0.03
H -3.48000 2.24162 0.00360 -0.01 -0.03 -0.08
H -4.27153 2.48604 -1.55561 -0.03 0.03 -0.01
H -3.98066 2.98670 -3.74758 -0.07 0.03 0.04
H -3.85094 2.89355 -6.18829 -0.07 0.01 -0.04
H -1.69931 2.40846 -7.29837 0.00 0.00 -0.05
H 0.32680 2.01557 -5.94754 0.07 -0.02 -0.04
H 0.20573 2.11545 -3.47741 0.06 0.00 0.05
H -3.70514 4.93951 -2.31498 -0.05 -0.04 -0.03
H -3.69986 7.28171 -1.58958 -0.03 0.03 -0.01
H -1.91656 8.11352 -0.10134 0.00 0.09 0.03
H -0.12287 6.59167 0.65468 0.04 0.03 0.04
H -0.13020 4.22620 -0.07913 0.03 -0.06 0.02
H -1.93351 -0.65785 -3.26884 0.03 0.00 0.02
H -2.27464 -1.12912 -5.67664 0.06 -0.03 -0.06
H -4.52873 -0.89487 -6.66438 -0.01 -0.01 -0.07
H -6.43114 -0.20898 -5.25224 -0.07 0.00 -0.03
H -6.09972 0.22228 -2.85714 -0.03 0.02 0.05
H -6.20976 1.50476 -0.64070 0.00 0.06 -0.04
H -8.14182 0.75921 0.67329 -0.03 0.02 0.00
H -8.06567 -1.40194 1.86374 -0.07 -0.02 0.05
H -6.02662 -2.79561 1.77123 0.00 -0.10 0.06
H -4.08193 -2.05186 0.46558 0.11 -0.06 -0.01
C 5.39800 -0.30973 1.10062 0.03 0.14 -0.08
Si 5.93829 1.11740 0.01097 -0.02 0.01 0.00
C 6.08553 0.61397 -1.80577 -0.03 0.08 0.23
C 7.61742 1.74228 0.58980 -0.17 -0.11 -0.08
C 4.76532 2.58765 0.15522 -0.01 -0.02 -0.06
Te 2.63628 2.31018 0.13534 0.06 -0.06 0.02
C 2.32378 3.88666 1.56032 0.02 0.01 0.05
Si 2.56648 3.41487 3.36919 0.15 0.02 0.05
C 4.28540 2.73726 3.70231 -0.20 0.03 -0.01
C 2.31340 4.98528 4.37983 0.06 -0.12 -0.18
C 1.26832 2.16406 3.83275 0.09 0.01 -0.04
H 5.83681 -1.24607 0.75900 0.07 -0.11 -0.03
H 4.31655 -0.43559 1.10927 -0.06 0.05 -0.03
H 5.71582 -0.15747 2.13098 0.04 0.06 0.12
H 7.12227 0.68336 -2.12698 0.15 0.00 -0.04
H 5.50348 1.26584 -2.45311 -0.11 0.11 -0.07
H 5.75441 -0.40319 -1.98483 -0.08 -0.21 0.00
H 8.35914 0.94515 0.55391 0.07 -0.09 -0.01
H 7.57062 2.10387 1.61511 -0.03 0.04 0.13
H 7.97751 2.55582 -0.03740 0.02 0.10 -0.08
H 4.99815 3.30192 -0.63511 0.02 0.05 -0.02
H 4.95148 3.08819 1.10241 0.05 0.01 0.13
H 1.28769 4.21553 1.46158 -0.07 0.00 -0.07
H 2.95104 4.71411 1.22722 0.02 0.05 0.04
H 5.07816 3.41584 3.39342 0.08 0.11 -0.04
H 4.43108 1.77943 3.20626 0.00 -0.12 -0.10
H 4.39780 2.56346 4.77151 0.01 -0.03 0.13
H 3.06362 5.73855 4.14151 0.08 0.06 -0.03
H 2.37554 4.78321 5.44620 0.02 -0.06 0.17
H 1.33402 5.41977 4.18592 -0.13 0.05 -0.03
H 1.40378 1.21063 3.32307 0.05 -0.12 -0.09
H 0.27968 2.54207 3.58558 -0.19 0.10 -0.03
H 1.28110 1.95703 4.90019 0.04 -0.03 0.17
C 1.87668 -5.27875 3.34079 0.04 0.01 -0.11
Ge 1.63251 -4.38341 1.59212 0.10 -0.02 0.03
C 3.49596 -4.14043 0.96497 -0.06 -0.10 0.05
C 0.93817 -5.80035 0.38658 0.06 0.10 0.06
Ge 0.33437 -2.28778 1.77771 -0.17 0.07 0.01
C -1.34566 -3.08817 2.58600 0.16 0.06 -0.11
C -1.58291 -4.44117 2.82070 0.14 -0.14 -0.09
C -2.74732 -4.89658 3.41897 -0.07 -0.11 0.04
C -3.72066 -3.99982 3.82837 -0.11 -0.01 0.05
C -3.51829 -2.64696 3.60472 -0.11 -0.03 0.00
C -2.36045 -2.21795 2.97503 -0.05 0.09 0.06
C 1.26135 -1.77071 3.49443 -0.14 0.02 -0.08
C 2.63543 -1.53027 3.48698 0.09 0.10 -0.15
C 3.31970 -1.11446 4.61794 0.11 -0.01 0.01
C 2.64150 -0.93614 5.81433 0.01 0.04 0.05
C 1.27577 -1.17026 5.84946 0.02 0.07 0.10
C 0.60107 -1.57146 4.70581 -0.04 -0.10 0.05
H 2.71408 -5.97302 3.26980 0.08 -0.07 0.00
H 0.99744 -5.83955 3.64459 -0.13 -0.05 0.03
H 2.09534 -4.54941 4.11667 0.03 0.11 0.07
H 3.88464 -5.11025 0.65520 0.05 -0.10 -0.02
H 4.12642 -3.77035 1.76960 0.07 0.07 0.12
H 3.58065 -3.45824 0.12694 -0.02 0.03 -0.09
H 1.41056 -6.74167 0.65908 0.07 -0.15 0.03
H 1.18608 -5.59144 -0.65218 0.03 0.04 -0.13
H -0.13879 -5.92280 0.45614 -0.14 -0.01 0.01
H -0.83875 -5.17426 2.54269 0.02 -0.04 -0.02
H -2.88604 -5.95801 3.58422 0.00 -0.03 0.00
H -4.62006 -4.35102 4.32047 0.00 0.01 0.00
H -4.26267 -1.92575 3.91755 -0.06 0.06 0.02
H -2.22988 -1.16302 2.79766 0.01 0.25 -0.03
H 3.19629 -1.67257 2.57015 0.02 -0.01 -0.07
H 4.38880 -0.94227 4.56784 0.03 0.00 0.00
H 3.17144 -0.62689 6.70578 0.01 0.02 0.03
H 0.73005 -1.04473 6.77620 -0.03 0.01 0.05
H -0.46041 -1.76312 4.77801 -0.13 -0.01 -0.02
C 1.35930 -2.09575 -5.35819 0.01 -0.03 0.02
C 0.97301 -1.01493 -4.35595 0.01 0.11 0.03
P 0.59945 -1.53651 -2.61295 -0.19 0.05 -0.03
C -0.36703 -3.08050 -2.91715 0.17 -0.05 -0.17
C -1.04200 -3.60049 -1.65745 0.09 -0.01 0.10
C 2.22471 -2.22110 -2.07624 -0.01 -0.10 -0.19
C 2.91824 -1.28710 -1.10468 0.13 0.07 0.04
H 1.67844 -1.66176 -6.30553 0.01 0.05 -0.06
H 0.52147 -2.75846 -5.56669 -0.06 -0.05 -0.01
H 2.17733 -2.71549 -4.99464 0.07 -0.03 0.03
H 0.09602 -0.46846 -4.71957 0.00 -0.02 0.03
H 1.76634 -0.26214 -4.27671 0.00 -0.03 0.01
H 0.29881 -3.83875 -3.34263 -0.02 0.00 0.00
H -1.11250 -2.86234 -3.68585 -0.07 0.03 -0.03
H -0.31333 -3.80439 -0.87130 -0.03 0.01 -0.02
H -1.58217 -4.52375 -1.85798 -0.05 -0.10 -0.01
H -1.73498 -2.86439 -1.26094 -0.11 0.10 0.06
H 2.85573 -2.38018 -2.95593 -0.02 -0.09 0.02
H 2.05732 -3.20503 -1.62860 -0.05 0.06 0.08
H 2.31032 -1.11970 -0.21237 0.01 -0.03 -0.01
H 3.11204 -0.31998 -1.57178 0.00 0.13 -0.05
H 3.87668 -1.69167 -0.78897 0.09 0.02 0.00
C -1.93637 1.38768 2.18466 -0.05 0.10 0.01
H -1.25909 0.96760 2.90032 0.21 -0.15 0.19
H -2.87041 0.89371 1.99115 -0.20 -0.09 -0.07
H -1.74110 2.36687 1.78345 0.04 0.16 -0.10
```
Forces are in eV/Å.

Calculated values
spin multiplicity	2
Kohn-Sham gap (spin up / spin down)	0.206 / 0.194	hartree
<S²>	0.754
DFT total energy	-8482.16809	Eh

Here are the Löwdin charges for atoms 1 to 2, given in e: number 1, Na, carries 0.014; number 2, O, carries -0.373

Molecular formula: C33H28Br9N5O10
Method: DFT, wB97M-V/def2-TZVPD

```
85
Properties=species:S:1:pos:R:3:forces:R:3
C 0.73308 -1.79604 3.04791 -1.07 0.69 1.12
Br 1.98674 -3.10578 3.71432 -0.36 0.35 -0.56
Br -0.58088 -1.33914 4.40964 0.41 -3.60 1.08
Br -0.19556 -2.38550 1.37183 2.29 4.21 11.66
H 1.21887 -0.84047 2.85044 0.07 -0.90 0.23
C -1.22039 1.04387 -2.89163 -1.32 2.91 -2.63
Br -2.24194 1.50486 -4.56411 1.58 0.40 0.01
Br -1.84261 2.19311 -1.36001 0.62 1.56 -5.25
Br 0.70354 1.25789 -3.04012 -3.84 1.93 -5.20
H -1.46530 -0.01183 -2.77492 -0.27 1.24 -0.93
C -1.91824 -0.56775 0.49182 -3.24 -0.08 0.00
Br -2.74274 1.25604 0.96311 -8.22 -0.02 -2.34
Br -0.59728 -0.41481 -1.02515 -8.32 5.21 2.74
Br -3.42817 -1.90434 0.42286 0.11 0.79 2.20
H -1.28908 -0.84501 1.33763 -2.40 0.16 -1.29
C 1.01850 2.39050 5.95201 0.12 0.01 1.42
C 1.72831 2.15105 4.79999 -1.78 -0.48 -0.48
C 1.00601 1.55466 3.74019 0.77 0.40 0.09
C -0.30073 1.18650 3.85590 0.17 1.16 0.21
C -0.96099 1.34465 5.09425 -0.26 1.35 0.56
C -0.31198 1.98686 6.17986 0.47 -0.94 -2.60
N -0.95391 0.59095 2.64772 1.71 0.50 5.31
O -0.27674 0.21237 1.66441 2.95 -1.37 5.60
O -2.16865 0.46855 2.70770 0.39 -2.32 3.25
H 1.50639 2.84088 6.80378 0.26 0.20 0.00
H 2.74773 2.42871 4.57622 -0.52 0.15 1.14
H 1.52584 1.45480 2.79880 -0.70 0.51 0.74
H -1.98313 1.01416 5.20570 -0.09 -0.09 -0.03
H -0.73653 2.10229 7.16618 -0.31 -0.01 -0.20
C 0.07268 -3.49121 -0.50832 1.70 -2.51 -4.98
C 0.43106 -2.36529 -1.21197 3.02 -4.18 -1.49
C 0.53808 -2.39582 -2.62685 0.99 0.67 1.79
C 0.62222 -3.60266 -3.25123 -0.69 -0.74 -0.48
C 0.28557 -4.77597 -2.54543 1.54 0.44 -0.57
C 0.11453 -4.69022 -1.18049 -1.30 -1.25 -0.89
N 0.99518 -3.69270 -4.69580 1.05 1.42 -1.60
O 0.94386 -4.76112 -5.26069 -0.50 -0.49 0.74
O 1.43473 -2.68539 -5.28987 -1.00 -0.92 1.84
H -0.03492 -3.46997 0.56609 0.95 -6.95 -4.51
H 0.51991 -1.43830 -0.66499 3.59 -5.50 -1.37
H 0.59209 -1.39145 -3.02021 0.37 -0.55 -1.32
H 0.30242 -5.73993 -3.03213 0.01 0.07 -0.16
H -0.12651 -5.63710 -0.72036 -0.03 0.02 0.52
C 2.06654 0.15753 -1.33350 2.03 -1.65 0.94
C 1.59643 -0.14258 -0.04961 4.25 0.40 2.14
C 2.19116 0.44131 1.04488 3.32 0.98 -0.53
C 3.35776 1.28321 0.82443 -1.90 -1.74 0.18
C 3.83662 1.50888 -0.45091 -0.30 0.36 -0.26
C 3.12579 1.03117 -1.56712 1.02 -0.92 1.84
N 3.98781 1.95442 1.95015 1.41 2.26 0.51
O 3.38730 2.15718 3.00673 0.78 -1.21 -2.06
O 5.08196 2.47944 1.78057 -0.40 -0.95 -0.58
H 1.52172 -0.20606 -2.19221 1.77 -1.52 1.25
H 0.73924 -0.76936 0.14729 3.31 1.47 2.37
H 1.88908 0.25239 2.06442 0.53 -0.09 -1.01
H 4.69284 2.15094 -0.59601 0.05 -0.01 0.09
H 3.53470 1.30356 -2.52889 -0.38 -0.23 -0.28
C -2.56230 -3.56191 -2.90888 -0.69 0.27 0.48
C -2.20547 -2.60644 -1.97764 -0.41 -0.01 -0.47
C -2.67593 -1.29481 -1.98662 -4.26 -0.31 -3.98
C -3.58608 -0.91423 -3.05295 1.47 -2.10 0.86
C -3.82910 -1.88207 -4.07557 -0.77 1.19 0.99
C -3.43337 -3.20082 -3.92487 0.74 0.81 -0.99
N -4.27522 0.38960 -3.04626 -0.52 1.07 1.39
O -5.18509 0.58012 -3.83282 0.78 -0.35 0.40
O -3.89961 1.24863 -2.19155 -2.49 -3.18 -1.99
H -2.25318 -4.59386 -2.83181 0.10 0.09 0.14
H -1.55797 -2.84446 -1.14669 -1.08 -0.30 -0.64
H -2.44505 -0.68808 -1.12350 -2.50 -0.12 -2.76
H -4.41018 -1.57290 -4.93181 -0.12 -0.03 -0.01
H -3.62148 -3.88604 -4.73819 -0.27 -0.14 0.06
C -0.65583 2.84348 1.83019 0.96 -0.33 -1.60
C -0.38329 1.91665 0.76281 2.19 5.30 -0.75
C 0.51246 2.27424 -0.24556 1.87 1.27 2.35
C 1.31183 3.41469 -0.06088 -0.82 -0.51 0.30
C 1.10497 4.26293 1.02579 0.22 0.39 -0.56
C 0.10814 3.99189 1.95528 0.26 0.25 -0.85
N 2.25767 3.80730 -1.14662 -2.11 0.26 1.65
O 1.86888 3.46878 -2.23494 0.86 0.51 -1.17
O 3.21971 4.47401 -0.88559 0.80 0.20 0.01
H -1.36081 2.64771 2.62459 -0.32 0.41 -0.48
H -0.98665 1.03663 0.59570 2.05 3.16 -1.52
H 0.74083 1.53819 -1.00219 -0.58 1.63 0.70
H 1.65228 5.19398 1.02341 0.15 0.03 0.32
H -0.10994 4.71955 2.72298 0.06 -0.07 0.16
```
Forces are in eV/Å.

Calculated values
spin multiplicity	1
Kohn-Sham gap	0.220	hartree
DFT total energy	-25464.69354	Eh

Here are the Löwdin charges for atoms 1 to 2, given in e: number 1, C, carries -1.268; number 2, Br, carries 0.659

Molecular formula: C6H10
Method: DFT, wB97M-V/def2-TZVPD

```
16
Properties=species:S:1:pos:R:3:forces:R:3
C 2.42908 -0.63933 0.39719 0.12 -0.06 -0.03
C 0.94005 -0.76498 0.27590 -0.15 0.15 -0.12
C -1.16715 -0.16836 -0.94796 0.05 -0.08 -0.11
C -1.92562 0.32721 0.24988 -0.10 -0.09 0.18
C -1.40694 1.31222 -0.75490 -0.04 0.24 -0.10
C 0.27292 -0.52703 -0.85194 0.14 0.08 0.19
H 2.65535 0.24053 1.01540 0.03 -0.17 -0.09
H 2.88352 -0.47528 -0.58542 -0.03 -0.07 0.15
H 2.91496 -1.49597 0.87437 -0.12 0.03 -0.06
H 0.38026 -0.93330 1.19664 0.09 0.10 -0.11
H -1.75210 -0.64531 -1.73187 0.12 0.05 0.12
H -2.99668 0.15091 0.27428 0.17 -0.01 -0.04
H -1.45314 0.29015 1.22642 -0.05 0.02 -0.18
H -0.52237 1.87790 -0.47510 -0.19 -0.02 -0.04
H -2.09861 1.83883 -1.40519 0.02 -0.14 0.12
H 0.83914 -0.38282 -1.77549 -0.05 -0.02 0.14
```
Forces are in eV/Å.

Calculated values
spin multiplicity	1
Kohn-Sham gap	0.375	hartree
DFT total energy	-234.55864	Eh
SMILES	C/C=C/C1CC1

Here are the natural (NBO) charges for atoms 1 to 2, given in e: number 1, C, carries -0.637; number 2, C, carries -0.189